# 1
Below is a single C13H13N molecule, with properties calculated with the ωB97M-V functional and the def2-TZVPD basis.

```
27
Properties=species:S:1:pos:R:3:mulliken_charge:R:1
N -0.39789 -0.79555 3.44961 -0.6434
C -1.49051 -1.20124 2.53955 -0.4167
C -2.27466 -0.18026 1.76220 -0.6626
C -1.29104 -1.06048 1.10693 -0.1587
C -0.04224 -0.68583 0.39384 0.3808
C 1.14396 -1.28731 0.83856 -0.4821
C 2.35704 -1.00686 0.18774 -0.4485
C 2.43805 -0.14183 -0.86631 -0.9646
C 1.25361 0.46908 -1.31064 0.9762
C 1.27044 1.42517 -2.41591 -0.7738
C 0.11203 1.93373 -2.92580 -0.7314
C -1.13255 1.62197 -2.30395 -0.4052
C -1.20810 0.84523 -1.21108 -0.7656
C -0.00636 0.19674 -0.70043 0.6479
H 0.09726 0.03308 2.99000 0.2902
H -0.81236 -0.40865 4.29112 0.2676
H -1.98030 -2.12386 2.92086 0.3833
H -3.36433 -0.38869 1.52965 0.2685
H -2.04313 0.88035 1.95763 0.2719
H -1.77956 -1.93243 0.61585 0.3230
H 1.08496 -1.91169 1.72961 0.4926
H 3.31839 -1.51833 0.47759 0.2767
H 3.36748 0.09599 -1.33913 0.4444
H 2.17559 1.74833 -2.83835 0.4280
H 0.16393 2.70734 -3.67275 0.3532
H -2.03804 2.08100 -2.68122 0.3783
H -2.18266 0.73774 -0.69646 0.2697
```

relative energy (zero: lowest compared OMol25 entry of this formula, charge and spin)	0.000	eV
HOMO	-8.2	eV
lowest unoccupied orbital energy	0.64	eV
multiplicity	1
total charge	0
strongest force on any atom	2.9	eV/A

***

# 2
Below is a single C13H13N7O3S molecule, with properties calculated with the ωB97M-V functional and the def2-TZVPD basis.

```
37
Properties=species:S:1:pos:R:3:mulliken_charge:R:1
C -0.65670 -0.42987 5.20007 -1.2402
C 0.32301 -1.41209 4.67354 0.8297
N 1.44051 -1.76038 5.26439 -0.6981
C 1.97393 -2.77718 4.45194 -0.3766
C 1.20050 -3.01946 3.35161 0.2047
N 1.45746 -3.96895 2.34839 0.9034
O 2.58457 -4.47448 2.36834 -0.5726
O 0.58166 -4.28193 1.53211 -0.5801
N 0.13256 -2.17695 3.50740 0.2195
C -0.88094 -1.85401 2.49121 -1.4560
C -0.29559 -0.85647 1.46950 -0.1823
S -1.68483 -0.42793 0.36284 -0.2442
C -0.99857 0.86289 -0.60363 0.3924
N -0.19218 1.76752 -0.13607 -0.3178
N 0.25785 2.50839 -1.19077 -0.5221
C -0.35956 2.00154 -2.23739 0.5804
C -0.01318 2.38569 -3.60045 0.4218
C 1.14947 3.15786 -3.76986 -0.4131
N 1.56306 3.58516 -4.99326 -0.6397
C 0.81314 3.23600 -6.06522 -0.4090
C -0.32085 2.44572 -5.92161 -0.4206
C -0.76931 2.03133 -4.67654 0.5243
N -1.90890 1.32423 -4.58712 -0.5381
O -1.18643 1.01431 -1.91603 -0.3411
H -1.59401 -1.00185 5.35025 0.3029
H -0.29342 0.01675 6.13916 0.3292
H -0.79728 0.37154 4.48447 0.3168
H 2.90749 -3.31082 4.63696 0.4446
H -1.29839 -2.75459 2.01711 0.3728
H -1.73965 -1.36016 2.93654 0.5660
H 0.10673 -0.02278 1.98916 0.4738
H 0.48494 -1.36042 0.88384 0.3080
H 1.78002 3.36669 -2.92715 0.5087
H 1.22124 3.51237 -7.02508 0.3727
H -0.83373 2.03431 -6.78355 0.2901
H -2.01636 0.89038 -3.67228 0.3644
H -2.13825 0.73766 -5.35280 0.2255
```

relative energy (zero: lowest compared OMol25 entry of this formula, charge and spin)	0.473	eV
HOMO	-8.8	eV
lowest unoccupied orbital energy	-0.80	eV
multiplicity	1
total charge	0
strongest force on any atom	3.0	eV/A

***

# 3
Below is a molecular structure, C13H14AuN8, with properties calculated with the ωB97M-V functional and the def2-TZVPD basis.

```
36
Properties=species:S:1:pos:R:3:mulliken_charge:R:1
Au 0.34970 -0.17081 -0.64157 0.5076
N 0.53623 2.97062 -1.09026 -0.2958
C -0.13147 2.75981 0.05033 0.6400
N -0.35296 3.81219 0.83077 -0.6753
C -1.17421 3.59927 1.86668 0.4770
N -1.63991 4.59696 2.62381 -0.3357
N -1.67188 2.39301 2.16624 -0.5712
C -1.22939 1.39602 1.42300 0.2622
N -0.50548 1.48543 0.35257 -0.6604
C -1.70284 0.05631 1.91032 0.9476
C -2.50866 0.02656 3.04498 -0.3486
C -2.84716 -1.23484 3.60000 -0.3859
C -2.33972 -2.40078 2.97732 -0.7282
C -1.55542 -2.23357 1.85763 -0.1875
N -1.21743 -1.03099 1.33690 -0.2268
H 0.70339 3.90925 -1.35764 0.2724
H 0.66529 2.23920 -1.79301 0.0237
H -1.32280 5.53886 2.55988 0.2327
H -2.39396 4.35701 3.30741 0.2520
H -2.78204 0.94712 3.55912 0.4077
H -3.53839 -1.21828 4.43622 0.4159
H -2.60427 -3.36205 3.35862 0.4100
H -1.08640 -3.08590 1.37934 0.3809
N 2.25199 0.35044 -3.30943 -0.4972
C 2.16479 -0.97981 -3.02688 1.0689
C 2.84472 -1.89445 -3.82164 -0.7792
C 2.86664 -3.26145 -3.50709 -0.2471
C 2.15040 -3.66987 -2.37430 -0.6778
C 1.44550 -2.73791 -1.65737 0.0610
N 1.46343 -1.42043 -1.93999 -0.4795
H 2.87504 0.61632 -4.07343 0.2550
H 2.36320 0.92016 -2.46271 0.1617
H 3.38211 -1.55577 -4.68367 0.2720
H 3.46202 -3.97532 -4.11941 0.3688
H 2.12990 -4.68108 -2.01745 0.4141
H 0.95003 -3.06123 -0.76528 0.2648
```

HOMO	-12.0	eV
lowest unoccupied orbital energy	-2.90	eV
multiplicity	1
total charge	+1
strongest force on any atom	3.1	eV/A

***

# 4
Below is a molecular structure, C13H14BrF6IN2O6S4Ti, with properties calculated with the ωB97M-V functional and the def2-TZVPD basis.

```
48
Properties=species:S:1:pos:R:3:mulliken_charge:R:1
Ti 0.03823 1.08702 -0.43341 0.1312
F 3.62911 -0.42855 0.73236 -0.2218
C 3.44213 0.72750 1.36734 0.6083
F 4.55111 1.02458 2.04326 -0.2282
F 2.44520 0.56095 2.25909 -0.2366
S 3.03146 2.14570 0.20376 0.5245
O 1.85827 1.34143 -0.50300 -0.3293
O 4.18181 2.17564 -0.67786 -0.5687
N -0.48362 2.21130 0.89173 -0.2434
S -1.97470 1.80214 0.99512 1.1649
O -2.49799 1.44762 2.28064 -0.6495
O -2.16902 0.78967 -0.08317 -0.6812
C -2.96990 3.26871 0.47604 0.5615
F -2.66627 3.64913 -0.75268 -0.1933
F -2.73512 4.26784 1.32002 -0.2095
F -4.26177 2.94947 0.52663 -0.2112
C 0.51705 5.39840 -4.12483 -0.7776
O 0.00200 4.08870 -3.86507 -0.2847
C 0.16559 3.58517 -2.64351 0.5295
S -0.56753 2.00252 -2.59461 -0.4274
S 0.90224 4.36220 -1.40524 -0.3192
H 1.59243 5.42298 -3.95608 0.3554
H 0.03908 6.13031 -3.47552 0.3306
H 0.28205 5.59236 -5.16702 0.2360
Br -1.83098 -4.17511 -2.19265 -0.0888
C -0.17206 -4.02673 -1.30051 0.1266
C 0.22410 -5.08061 -0.48561 -0.3413
C 1.42725 -5.01189 0.19611 -0.5717
C 2.24187 -3.89589 0.06181 -0.6173
C 1.85001 -2.84855 -0.75360 -0.4357
C 0.63853 -2.90699 -1.43520 -0.0159
I 0.12007 -1.25142 -2.59399 0.3881
H -0.41259 -5.95008 -0.39729 0.4061
H 1.73006 -5.83740 0.82651 0.4017
H 3.18457 -3.83749 0.58916 0.4340
H 2.47572 -1.97209 -0.85362 0.4548
C -2.13200 -2.12861 1.00179 -0.7714
N -1.30994 -1.51675 2.03942 0.4405
C -1.80475 -1.61548 3.40520 -0.8934
C -0.24875 -0.80768 1.76942 -0.2120
O 0.19975 -0.62036 0.60205 0.4338
H -2.14093 -3.20978 1.14375 0.4276
H -1.73080 -1.88687 0.02518 -0.0383
H -3.14423 -1.73461 1.07799 0.3920
H -1.97430 -2.66187 3.65571 0.3306
H -2.73712 -1.05781 3.48610 0.3166
H -1.07763 -1.19125 4.09295 0.3053
H 0.27233 -0.37750 2.62530 0.2679
```

relative energy (zero: lowest compared OMol25 entry of this formula, charge and spin)	0.811	eV
HOMO	-8.3	eV
lowest unoccupied orbital energy	-0.67	eV
multiplicity	1
total charge	0
strongest force on any atom	0.5	eV/A

***

# 5
Below is a molecular structure, C13H14ClIIrN2O8P2, with properties calculated with the ωB97M-V functional and the def2-TZVPD basis.

```
42
Properties=species:S:1:pos:R:3:mulliken_charge:R:1
Ir 0.36844 -0.06153 -0.40199 2.6735
Cl 4.08807 5.61897 0.04299 -0.1245
C 3.58516 4.00635 -0.03587 0.5940
C 4.53206 2.99560 -0.01014 -0.5068
C 4.17314 1.65375 -0.07603 -0.4771
I 5.57806 0.17066 -0.05474 0.2927
C 2.79235 1.30629 -0.16986 0.8314
O 2.38560 0.09970 -0.24986 -0.7789
C 1.81446 2.37140 -0.19120 0.5043
N 0.52245 1.97006 -0.29248 -0.4678
C -0.44570 2.87556 -0.33742 -0.0616
C -0.15939 4.24128 -0.28436 -0.8771
C 1.14477 4.66610 -0.18121 -0.5241
C 2.17577 3.71235 -0.13332 -0.0137
H 5.57673 3.26719 0.05946 0.4522
H -1.45482 2.49500 -0.42320 0.4935
H -0.97301 4.95089 -0.32774 0.4548
H 1.37969 5.72109 -0.14042 0.4745
C -3.08380 -3.70040 -1.57597 -1.5980
C -2.02121 -2.60286 -1.49882 0.9276
O -1.57299 -2.22237 -2.79008 -0.5543
P -2.69952 -1.08062 -0.75955 0.3543
O -3.87573 -0.48209 -1.58516 -0.4844
O -3.26147 -1.44359 0.64677 -0.4762
O -1.62765 0.00856 -0.74628 -0.6459
P -0.65002 -3.03228 -0.35049 0.8018
O -0.20350 -4.44461 -0.87126 -0.4953
O -1.13638 -2.95179 1.05354 -0.8189
O 0.49028 -2.04599 -0.71721 -0.6706
H -3.89783 -3.37851 -2.22557 0.4463
H -3.48018 -3.95699 -0.59327 0.3597
H -2.63774 -4.59170 -2.01331 0.3920
H -0.70695 -2.60282 -2.98138 0.4279
H -4.75721 -0.86069 -1.45663 0.3857
H -2.64396 -2.08398 1.09726 0.4455
H 0.28877 -5.01745 -0.26781 0.4052
C 0.02337 -1.08199 3.94280 -1.1065
C 0.14757 -0.61037 2.57950 0.9619
N 0.24770 -0.26005 1.49815 -0.9888
H -0.64323 -1.94538 3.93823 0.3131
H -0.38675 -0.29360 4.57247 0.3526
H 1.00458 -1.37914 4.31144 0.3260
```

relative energy (zero: lowest compared OMol25 entry of this formula, charge and spin)	0.628	eV
HOMO (alpha / beta)	-14.7 / -15.1	eV
lowest unoccupied orbital energy (alpha / beta)	-7.60 / -9.10	eV
multiplicity	2
total charge	+2
strongest force on any atom	0.2	eV/A

***

# 6
Below is 2 unconnected molecules or ions with the total composition C13H14F3N5O6SSi, with properties calculated with the ωB97M-V functional and the def2-TZVPD basis.

```
43
Properties=species:S:1:pos:R:3:mulliken_charge:R:1
O 2.76189 -1.27448 2.17590 -0.6428
S 2.37719 -0.00635 1.61035 1.1980
O 2.79339 1.26286 2.15820 -0.6314
C 2.98886 -0.03402 -0.17895 0.6939
F 4.33409 -0.05684 -0.16504 -0.1932
F 2.52525 -1.13507 -0.81413 -0.2163
F 2.56232 1.07020 -0.83416 -0.2218
C 0.60349 0.02904 1.39491 0.2872
C -0.05064 1.26687 1.31552 -0.6490
C -1.40075 1.25381 0.97793 0.3371
N -2.27006 2.32394 0.79922 0.8226
O -2.14956 3.53490 0.86892 -0.6750
O -3.52265 1.73624 0.44612 -0.1776
N -3.43367 0.36521 0.41195 -0.5426
C -2.14258 0.08276 0.75374 0.8482
C -1.45556 -1.18658 0.88151 -0.7471
N -2.07825 -2.47130 0.64731 0.9227
O -3.29441 -2.58049 0.39944 -0.5532
O -1.31452 -3.46848 0.70945 -0.5919
C -0.08631 -1.18180 1.21539 -0.5438
H 0.43251 2.21172 1.53552 0.6183
H 0.44238 -2.12760 1.34180 0.6293
C 1.17028 -0.84521 8.12311 -0.9140
Si -0.37890 0.17164 8.03836 0.0134
C -1.93166 -0.84547 8.02731 -0.9159
C -0.42355 1.51116 9.31935 -1.0200
N -0.32773 0.99853 6.40171 0.2086
C -0.32382 0.37395 5.15710 -0.3416
N -0.34910 1.24742 4.17134 -0.0376
C -0.35296 2.50030 4.73966 -0.6853
C -0.34186 2.36951 6.11789 -0.3976
H 1.17396 -1.38741 9.08030 0.3146
H 1.22526 -1.58069 7.30895 0.3341
H 2.06682 -0.21094 8.08395 0.3220
H -1.99834 -1.38619 8.98301 0.3263
H -2.82449 -0.21229 7.92926 0.3193
H -1.93559 -1.58322 7.21351 0.3328
H -0.45374 1.02204 10.30486 0.3177
H 0.47012 2.14944 9.28811 0.3196
H -1.31661 2.14511 9.23142 0.3180
H -0.30687 -0.70555 5.08591 0.3899
H -0.36725 3.41161 4.16449 0.4022
H -0.34479 3.12351 6.88627 0.4218
```

relative energy (zero: lowest compared OMol25 entry of this formula, charge and spin)	0.000	eV
HOMO	-9.0	eV
lowest unoccupied orbital energy	-2.29	eV
multiplicity	1
total charge	0
strongest force on any atom	2.9	eV/A